1 | Below is a molecular structure, C10H10N2O2, with properties calculated with ωB97M-V/def2-TZVPD.

2S+1: 1
net charge: 0
highest occupied orbital energy: -7.1590 eV
LUMO level: 0.189 eV

Element x y z (Å)
C1 -2.73 1.37 -0.60
C2 -1.95 1.33 0.48
C3 -1.77 0.17 1.13
C4 -2.47 -1.02 0.54
C5 -3.41 -0.97 -0.47
C6 -3.43 0.30 -1.14
C7 2.68 0.96 -0.05
C8 3.53 -0.15 -0.36
C9 3.03 -1.41 -0.44
C10 0.76 -0.69 0.19
H1 -2.88 2.40 -0.92
H2 -1.58 2.37 0.71
H3 -1.39 -0.04 2.21
H4 -2.78 -1.84 1.41
H5 -4.16 -1.68 -0.60
H6 -4.27 0.46 -1.84
H7 0.87 1.37 0.69
H8 4.62 0.13 -0.44
H9 3.66 -2.27 -0.55
H10 1.38 -2.65 -0.14
N1 1.41 0.54 0.34
N2 1.70 -1.64 -0.28
O1 2.86 2.16 -0.06
O2 -0.43 -0.90 0.48

These are the Löwdin partial charges, in e, on atoms 1 to 5:
1. C -0.1629
2. C -0.1843
3. C -0.1782
4. C -0.1322
5. C -0.0975


2 | Below is 2 unconnected molecules or ions with the total composition C10H10N2O2, with properties calculated with ωB97M-V/def2-TZVPD.

2S+1: 1
net charge: 0
highest occupied orbital energy: -8.7168 eV
SMILES string: O=c1cc[nH]c(=O)[nH]1.c1ccccc1
LUMO level: -0.004 eV

Element x y z (Å)
O1 2.22 -2.32 -3.25
C1 2.69 -1.55 -2.33
C2 4.06 -1.43 -1.79
C3 4.11 -0.29 -1.00
N1 3.07 0.63 -0.77
C4 1.79 0.53 -1.20
O2 0.77 1.17 -0.92
N2 1.78 -0.61 -1.85
H1 4.95 -2.04 -2.06
H2 5.23 0.20 -0.78
H3 3.13 1.45 -0.13
H4 1.05 -0.60 -2.59
C5 -3.06 1.48 0.75
C6 -3.74 1.51 1.98
C7 -3.72 0.31 2.71
C8 -2.79 -0.76 2.33
C9 -2.04 -0.74 1.14
C10 -2.21 0.47 0.35
H5 -3.08 2.35 0.03
H6 -4.21 2.39 2.30
H7 -4.42 0.13 3.54
H8 -2.73 -1.56 2.99
H9 -1.35 -1.47 0.96
H10 -1.50 0.74 -0.41

These are the Löwdin partial charges, in e, on atoms 1 to 5:
1. O 0.0042
2. C -0.3953
3. C 0.0214
4. C -0.0659
5. N 0.1002


3 | Below is 2 unconnected molecules or ions with the total composition C10H10N2O2, with properties calculated with ωB97M-V/def2-TZVPD.

2S+1: 1
net charge: 0
highest occupied orbital energy: -9.0531 eV
SMILES string: O=c1cc[nH]c(=O)[nH]1.c1ccccc1
LUMO level: 0.207 eV

Element x y z (Å)
O1 0.63 2.27 -0.15
C1 1.49 1.42 0.09
C2 1.77 1.02 1.45
C3 2.10 -0.33 1.66
N1 2.77 -1.04 0.65
C4 2.83 -0.48 -0.59
O2 3.43 -1.15 -1.42
N2 2.23 0.73 -0.90
H1 1.54 1.78 2.20
H2 2.11 -1.19 2.51
H3 3.39 -1.89 0.87
H4 2.11 0.97 -1.94
C5 -2.19 -1.04 -1.00
C6 -2.23 -1.62 0.35
C7 -3.10 -0.86 1.17
C8 -3.75 0.38 0.79
C9 -3.79 0.72 -0.58
C10 -2.94 0.07 -1.47
H5 -1.50 -1.70 -1.65
H6 -1.70 -2.57 0.54
H7 -3.02 -0.94 2.28
H8 -4.16 0.95 1.67
H9 -4.46 1.56 -0.70
H10 -2.96 0.62 -2.55

These are the Löwdin partial charges, in e, on atoms 1 to 5:
1. O 0.0544
2. C -0.4713
3. C -0.0035
4. C -0.0390
5. N 0.0674


The structure with the greatest stability is 2.


1 | Below is a molecular structure, C3H4I2O, with properties calculated with ωB97M-V/def2-TZVPD.

2S+1: 1
net charge: 0
highest occupied orbital energy: -9.3449 eV
LUMO level: -0.889 eV

Element x y z (Å)
C1 -0.49 0.83 -1.50
C2 0.08 -0.12 -0.77
C3 0.64 -0.10 0.57
O1 -0.52 -1.10 1.92
I1 0.60 1.65 1.67
I2 2.39 -1.24 0.91
H1 -0.85 0.41 -2.36
H2 -0.59 1.86 -1.07
H3 0.13 -1.11 -0.98
H4 -1.38 -1.10 1.60

These are the Löwdin partial charges, in e, on atoms 1 to 5:
1. C 0.0528
2. C -0.3641
3. C -1.2311
4. O -0.3073
5. I 0.8958


2 | Below is C3H4I2O in the gas phase, with properties calculated with ωB97M-V/def2-TZVPD.

2S+1: 1
net charge: 0
highest occupied orbital energy: -9.7725 eV
SMILES string: O=C(CI)CI
LUMO level: -0.535 eV

Element x y z (Å)
O1 -1.26 1.16 -0.96
C1 -0.42 0.49 -0.35
C2 -0.54 0.35 1.16
I1 -0.98 -1.74 1.73
C3 0.62 -0.36 -1.11
I2 2.69 -0.02 -0.50
H1 -1.33 1.02 1.48
H2 0.37 0.62 1.70
H3 0.49 -0.10 -2.19
H4 0.37 -1.44 -0.97

These are the Löwdin partial charges, in e, on atoms 1 to 5:
1. O 0.0526
2. C -0.5876
3. C -0.5344
4. I 0.7510
5. C -0.5764


3 | Below is 2 unconnected molecules or ions with the total composition C3H4I2O, with properties calculated with ωB97M-V/def2-TZVPD.

2S+1: 1
net charge: 0
highest occupied orbital energy (spin up / spin down): -8.8773 / -7.7918 eV
LUMO level (spin up / spin down): 0.033 / -1.828 eV

Element x y z (Å)
C1 2.92 -0.25 1.22
C2 2.44 0.95 1.30
C3 0.33 -0.61 -0.81
O1 1.09 -1.82 -0.62
I1 4.34 -0.92 -0.33
I2 2.68 2.71 0.32
H1 2.58 -1.02 1.81
H2 0.15 -0.35 -1.88
H3 0.33 0.17 -0.02
H4 1.19 -2.14 -1.50

These are the Löwdin partial charges, in e, on atoms 1 to 5:
1. C -0.6941
2. C -0.7552
3. C -0.0454
4. O -0.1638
5. I 0.6865


The structure with the greatest stability is 2.


1 | Below is 2 unconnected molecules or ions with the total composition C2H6O2S2, with properties calculated with ωB97M-V/def2-TZVPD.

2S+1: 1
net charge: 0
highest occupied orbital energy: -9.1492 eV
SMILES string: O=CO.CSS
LUMO level: 0.523 eV

Element x y z (Å)
O1 3.53 -0.19 -0.44
C1 2.38 0.02 -0.75
O2 1.97 0.73 -1.84
H1 1.52 -0.31 -0.22
H2 2.77 1.06 -2.14
C2 -0.73 1.31 1.17
S1 -1.06 0.11 -0.12
S2 -2.37 -1.13 0.88
H3 -1.58 1.86 1.62
H4 -0.17 2.09 0.65
H5 -0.12 0.85 1.99
H6 -1.48 -1.57 1.66

These are the Löwdin partial charges, in e, on atoms 1 to 5:
1. O 0.0709
2. C -0.3669
3. O 0.0784
4. H 0.0603
5. H 0.0697


2 | Below is 3 unconnected molecules or ions with the total composition C2H6O2S2, with properties calculated with ωB97M-V/def2-TZVPD.

2S+1: 1
net charge: 0
highest occupied orbital energy: -8.8049 eV
SMILES string: [H][H].OC=S.OC=S
LUMO level: -0.040 eV

Element x y z (Å)
H1 -1.17 -0.55 3.52
H2 -1.65 -0.35 4.06
O1 -2.49 0.27 -1.88
C1 -1.55 0.08 -1.00
S1 -0.75 1.26 -0.25
H3 -2.70 1.22 -2.03
H4 -1.44 -0.98 -0.82
O2 2.27 0.78 -0.39
C2 2.70 -0.43 -0.27
S2 1.70 -1.67 -0.46
H5 1.31 0.79 -0.49
H6 3.76 -0.42 0.01

These are the Löwdin partial charges, in e, on atoms 1 to 5:
1. H 0.0036
2. H 0.0082
3. O -0.0103
4. C -0.7540
5. S 0.7513


The structure with the greatest stability is 1.


1 | Below is 2 unconnected molecules or ions with the total composition C2H6O2S2, with properties calculated with ωB97M-V/def2-TZVPD.

2S+1: 1
net charge: 0
highest occupied orbital energy (spin up / spin down): -8.4685 / -8.0686 eV
LUMO level (spin up / spin down): -0.841 / 0.315 eV

Element x y z (Å)
C1 1.92 0.16 0.85
C2 -0.30 -0.16 -0.48
O1 -2.28 0.74 0.66
O2 -0.73 0.42 0.59
S1 0.09 0.82 -1.91
S2 -0.48 -1.94 -0.58
H1 1.68 0.50 1.86
H2 1.81 0.84 0.02
H3 2.47 -0.76 0.75
H4 -2.30 1.69 1.06
H5 -0.26 -0.11 -2.95
H6 -1.64 -2.19 0.12

These are the Löwdin partial charges, in e, on atoms 1 to 5:
1. C 0.0773
2. C -1.1675
3. O -0.0885
4. O -0.2573
5. S 0.7592


2 | Below is 2 unconnected molecules or ions with the total composition C2H6O2S2, with properties calculated with ωB97M-V/def2-TZVPD.

2S+1: 1
net charge: 0
highest occupied orbital energy: -8.9378 eV
SMILES string: O=CO.CSS
LUMO level: 0.523 eV

Element x y z (Å)
O1 1.61 -2.94 0.04
C1 2.51 -2.28 -0.46
O2 3.74 -3.03 -0.52
H1 2.53 -1.45 -1.10
H2 3.64 -4.05 -0.24
C2 -2.26 2.90 0.00
S1 -1.73 1.29 -0.52
S2 -2.08 -0.01 1.09
H3 -3.09 2.80 0.75
H4 -2.64 3.54 -0.82
H5 -1.38 3.36 0.21
H6 -0.85 -0.13 1.57

These are the Löwdin partial charges, in e, on atoms 1 to 5:
1. O 0.0349
2. C -0.2637
3. O -0.0606
4. H 0.1189
5. H 0.1723


3 | Below is 2 unconnected molecules or ions with the total composition C2H6O2S2, with properties calculated with ωB97M-V/def2-TZVPD.

2S+1: 1
net charge: 0
highest occupied orbital energy: -8.4996 eV
SMILES string: O=CO.CSS
LUMO level: 0.658 eV

Element x y z (Å)
O1 2.43 -1.34 -0.75
C1 2.76 -2.10 0.12
O2 4.03 -2.40 0.42
H1 2.04 -2.63 0.75
H2 4.58 -1.99 -0.27
C2 -0.79 0.72 1.46
S1 -1.67 0.25 -0.06
S2 -2.59 2.04 -0.50
H3 -1.52 0.85 2.26
H4 -0.16 -0.12 1.72
H5 -0.20 1.62 1.30
H6 -2.11 2.13 -1.75

These are the Löwdin partial charges, in e, on atoms 1 to 5:
1. O 0.0636
2. C -0.4037
3. O 0.0792
4. H 0.1377
5. H 0.1229


The structure with the greatest stability is 3.